{
  "formula": "C37H27N6O6RhS2",
  "method": "the ωB97M-V functional and the def2-TZVPD basis",
  "charge": 0,
  "multiplicity": 5,
  "s_squared": 6.0576,
  "total_energy_ha": -3113.0836,
  "homo_ev": [-5.705, -7.572],
  "orbital_gap_ev": [5.16, 4.03],
  "de_lowest_kcal_mol": 44.6,
  "elements": ["Rh", "O", "C", "O", "C", "C", "C", "N", "C", "C", "C", "C", "C", "C", "C", "N", "C", "C", "C", "C", "C", "N", "H", "H", "H", "H", "H", "H", "H", "H", "H", "H", "C", "C", "C", "C", "N", "C", "S", "N", "C", "H", "H", "H", "H", "H", "H", "H", "H", "O", "C", "O", "C", "C", "C", "C", "S", "C", "C", "H", "H", "H", "H", "H", "O", "C", "N", "C", "O", "C", "C", "C", "C", "C", "C", "H", "H", "H", "H"],
  "xyz": [[-0.00050, -0.53572, -0.21498], [0.16684, -5.32691, 4.52142], [-0.22594, -5.56540, 3.35614], [-0.69093, -6.59187, 2.82404], [-0.10975, -4.37008, 2.39970], [-1.16201, -4.10536, 1.47185], [-1.06820, -3.03707, 0.65222], [0.05041, -2.22674, 0.69577], [1.08832, -2.43891, 1.60069], [0.99231, -3.54194, 2.45086], [2.09470, -1.44836, 1.55311], [3.34022, -1.51329, 2.21407], [4.25366, -0.51403, 2.05295], [3.94709, 0.59043, 1.21242], [2.73697, 0.61531, 0.58476], [1.81165, -0.35522, 0.73539], [-2.05008, -2.58368, -0.33103], [-3.19234, -3.29651, -0.65681], [-4.07066, -2.78166, -1.58659], [-3.77235, -1.57642, -2.20557], [-2.60963, -0.92151, -1.86203], [-1.77024, -1.39717, -0.93243], [-2.01731, -4.76660, 1.45182], [1.75746, -3.74042, 3.19057], [3.56228, -2.37404, 2.83092], [5.21606, -0.57512, 2.54492], [4.64889, 1.39789, 1.05800], [2.46670, 1.43523, -0.06823], [-3.37900, -4.24446, -0.17264], [-4.97913, -3.31731, -1.83097], [-4.42677, -1.14476, -2.95002], [-2.32281, 0.00219, -2.33524], [-0.39417, 3.23212, 4.79245], [-0.60932, 1.77668, 4.53967], [-0.01262, 0.76632, 5.21753], [-0.29709, -0.56351, 4.82086], [-1.07195, -0.84100, 3.78762], [-1.67315, 0.16707, 3.10960], [-2.65239, -0.08253, 1.75942], [-1.45894, 1.44711, 3.54294], [0.27522, -1.70498, 5.59706], [0.27258, 3.38127, 5.63737], [-1.34150, 3.73500, 4.99476], [0.05264, 3.68820, 3.90532], [0.66555, 0.97158, 6.03350], [-1.88646, 2.16857, 2.98147], [1.33920, -1.54323, 5.78879], [0.12319, -2.66134, 5.09792], [-0.22248, -1.75267, 6.57033], [1.15417, 0.11573, -8.73076], [1.08883, 0.87418, -7.61878], [1.01398, 2.06380, -7.70889], [1.12160, 0.16633, -6.28751], [1.33815, 0.96151, -5.16666], [1.38210, 0.39949, -3.90913], [1.21516, -0.98534, -3.75430], [1.32589, -1.72626, -2.21107], [1.01199, -1.79157, -4.88892], [0.95136, -1.21155, -6.13854], [1.22855, -0.82038, -8.51684], [1.44919, 2.02805, -5.30746], [1.55833, 1.01300, -3.03623], [0.88690, -2.85990, -4.76850], [0.76017, -1.85902, -6.98610], [0.23599, 2.24161, 1.35049], [-0.06764, 2.42088, 0.19752], [-0.24576, 1.41861, -0.78486], [-0.71900, 2.03838, -1.94567], [-1.05785, 1.47482, -2.96261], [-0.72826, 3.51824, -1.73439], [-1.05329, 4.54411, -2.59623], [-0.97934, 5.84190, -2.09732], [-0.59200, 6.08203, -0.78116], [-0.26422, 5.03110, 0.07333], [-0.34086, 3.75326, -0.43512], [-1.35336, 4.34360, -3.61805], [-1.22235, 6.67791, -2.74138], [-0.54472, 7.10039, -0.41953], [0.05211, 5.20994, 1.09301]],
  "mulliken_spin": [1.622, 0.036, 0.003, 0.036, 0.132, 0.054, 0.015, 0.165, 0.098, 0.051, 0.150, 0.051, 0.054, 0.126, -0.046, 0.141, 0.016, 0.020, 0.003, 0.014, -0.004, 0.024, 0.000, 0.004, 0.011, 0.006, 0.009, 0.022, 0.000, 0.000, 0.000, 0.005, 0.000, -0.003, 0.004, -0.009, 0.007, 0.009, 0.051, 0.003, 0.004, 0.000, 0.000, 0.000, 0.001, 0.001, 0.001, 0.000, 0.000, 0.002, -0.003, 0.023, 0.117, -0.048, 0.104, -0.019, 0.928, 0.103, -0.058, 0.000, -0.002, 0.005, 0.000, -0.002, 0.014, -0.007, -0.035, -0.028, 0.017, 0.006, 0.002, 0.002, 0.002, 0.000, -0.009, 0.000, 0.000, 0.000, 0.000]
}

---

{
  "formula": "C37H28Cl3NO10SSc",
  "method": "the ωB97M-V functional and the def2-TZVPD basis",
  "charge": -1,
  "total_energy_ha": -4773.7457,
  "homo_ev": -5.627,
  "orbital_gap_ev": 6.66,
  "elements": ["Sc", "Cl", "C", "C", "C", "Cl", "C", "O", "C", "C", "O", "C", "H", "H", "H", "O", "C", "O", "C", "C", "C", "N", "C", "C", "C", "O", "O", "H", "H", "H", "O", "S", "C", "C", "C", "C", "C", "C", "C", "C", "C", "C", "C", "C", "C", "C", "H", "H", "H", "H", "H", "H", "H", "H", "H", "H", "H", "H", "H", "H", "C", "C", "C", "C", "Cl", "C", "C", "C", "O", "C", "C", "O", "O", "H", "H", "H", "H", "H", "H", "H", "H"],
  "xyz": [[0.87470, -0.81498, -0.48678], [6.63027, -5.65194, -1.42458], [5.47108, -4.41287, -1.09287], [5.90525, -3.34170, -0.33353], [5.03759, -2.32733, 0.00556], [5.70061, -0.96735, 0.84543], [3.62823, -2.34411, -0.34699], [2.79661, -1.48698, 0.08957], [3.27844, -3.40211, -1.23206], [1.96549, -3.49346, -1.73814], [0.98455, -2.70253, -1.61167], [4.20759, -4.42877, -1.60344], [6.87725, -3.19882, 0.13439], [1.74734, -4.38562, -2.41605], [3.86712, -5.30350, -2.15113], [-2.68023, -2.70818, 5.40401], [-2.17064, -3.58004, 4.69359], [-2.25192, -4.82244, 4.71746], [-1.28375, -3.06657, 3.55606], [-0.81644, -3.93541, 2.55922], [-0.10709, -3.33361, 1.54915], [0.14588, -2.03309, 1.44454], [-0.23128, -1.23476, 2.41944], [-0.96202, -1.73733, 3.48350], [-0.09764, 0.19749, 2.17897], [-0.58856, 1.01800, 2.90769], [0.49976, 0.39810, 1.06489], [-1.05931, -5.00133, 2.67480], [0.31409, -3.91112, 0.69695], [-1.35605, -1.10230, 4.28623], [-1.15461, -0.90462, -1.16419], [-2.50178, -0.27098, -0.85028], [-2.28496, 1.39683, -0.01618], [-3.52398, 2.28208, -0.30748], [-3.53007, 2.93665, -1.55230], [-4.56012, 3.83318, -1.82713], [-5.58549, 4.02144, -0.94033], [-5.62646, 3.28472, 0.23390], [-4.60909, 2.38732, 0.52464], [-3.18795, -1.26914, 0.53293], [-4.36542, -0.74673, 1.27657], [-4.21065, -0.21115, 2.54318], [-5.28320, 0.11479, 3.32974], [-6.57551, 0.04514, 2.79597], [-6.74836, -0.48520, 1.53433], [-5.61781, -0.88602, 0.79490], [-1.40317, 1.87043, -0.36494], [-2.13156, 1.26134, 1.01202], [-2.67047, 2.78741, -2.21098], [-4.51344, 4.42424, -2.73464], [-6.35000, 4.81182, -1.11173], [-6.42933, 3.44600, 0.90792], [-4.60728, 1.92185, 1.47443], [-2.39545, -1.43563, 1.21587], [-3.39998, -2.18964, -0.01269], [-3.21422, -0.18493, 2.96177], [-5.17169, 0.44183, 4.36765], [-7.44030, 0.48576, 3.31519], [-7.75087, -0.41706, 1.07093], [-5.71417, -1.32378, -0.19582], [6.03888, 1.67022, -3.88428], [5.43618, 2.27350, -2.59483], [6.31383, 2.67100, -1.57410], [5.86297, 3.30707, -0.44301], [7.06273, 3.68976, 0.79360], [4.51050, 3.59900, -0.28428], [3.62086, 3.21379, -1.26596], [4.08846, 2.52696, -2.41938], [3.20880, 2.06498, -3.36127], [1.85214, 2.42643, -3.28677], [1.01757, 1.62456, -2.30691], [-0.03217, 2.10908, -1.94838], [1.42729, 0.44868, -2.00676], [7.15578, 1.56305, -3.79610], [5.88276, 2.33570, -4.66248], [5.58689, 0.69885, -4.16247], [7.32514, 2.34915, -1.70736], [4.13167, 4.06643, 0.59438], [2.53148, 3.35148, -1.19269], [1.41373, 2.23987, -4.32986], [1.79498, 3.45712, -3.03855]],
  "lowdin_charge": [1.104, 0.660, -0.694, -0.139, -0.555, 0.718, -0.341, -0.092, -0.127, -0.145, -0.075, -0.049, 0.106, 0.152, 0.116, -0.030, -0.707, -0.049, -0.100, 0.028, -0.110, 0.049, -0.213, 0.046, -0.614, 0.103, -0.088, 0.125, 0.116, 0.136, -0.576, 1.083, -0.203, -0.232, -0.027, -0.098, -0.109, -0.068, -0.040, -0.232, -0.297, -0.046, -0.061, -0.092, -0.074, -0.052, 0.057, 0.056, 0.114, 0.100, 0.112, 0.092, 0.086, 0.062, 0.106, 0.113, 0.120, 0.108, 0.110, 0.119, -0.021, -0.172, -0.090, -0.648, 0.611, -0.087, 0.017, -0.211, -0.031, -0.106, -0.623, 0.053, -0.077, 0.089, 0.045, 0.088, 0.099, 0.102, 0.121, 0.169, 0.111]
}

---

{
  "formula": "C37H28Cl5CsN5O4SSe",
  "method": "the ωB97M-V functional and the def2-TZVPD basis",
  "charge": -1,
  "total_energy_ha": -7122.3757,
  "homo_ev": -5.135,
  "orbital_gap_ev": 6.29,
  "de_lowest_kcal_mol": 16.7,
  "elements": ["Cs", "C", "C", "C", "C", "C", "C", "C", "C", "C", "C", "C", "C", "H", "H", "H", "H", "H", "H", "H", "H", "H", "H", "H", "H", "H", "H", "H", "H", "H", "H", "Se", "N", "C", "C", "C", "C", "C", "N", "C", "C", "N", "C", "C", "C", "C", "C", "N", "H", "H", "H", "H", "H", "H", "Cl", "C", "C", "Cl", "C", "Cl", "C", "O", "C", "Cl", "C", "Cl", "O", "C", "N", "S", "O", "O", "C", "C", "C", "C", "C", "C", "H", "H", "H", "H"],
  "xyz": [[1.21184, 0.92925, -1.65910], [-3.63871, 1.25956, -2.10637], [-3.20596, 1.06773, -0.67510], [-3.31001, -0.17186, -0.03732], [-3.93298, -1.35657, -0.72642], [-2.85940, -0.31614, 1.27840], [-2.86836, -1.67209, 1.93786], [-2.38493, 0.79118, 1.98362], [-2.04898, 0.68029, 3.44997], [-2.24708, 2.01995, 1.33588], [-1.62026, 3.19483, 2.03755], [-2.67532, 2.16170, 0.01487], [-2.57608, 3.51542, -0.64038], [-4.56376, 1.84248, -2.16576], [-3.79656, 0.31052, -2.60666], [-2.85722, 1.77506, -2.66204], [-4.62780, -1.04699, -1.50050], [-4.48668, -1.96434, -0.01561], [-3.17046, -1.98509, -1.18416], [-3.76703, -1.81345, 2.54259], [-1.99868, -1.77924, 2.58109], [-2.82328, -2.47038, 1.20472], [-2.53120, -0.18200, 3.90195], [-2.39935, 1.56261, 3.98449], [-0.97147, 0.59044, 3.59979], [-2.38203, 3.90703, 2.36242], [-0.93240, 3.71214, 1.37189], [-1.05355, 2.88131, 2.90686], [-1.56139, 3.68875, -1.00871], [-2.81272, 4.29918, 0.07748], [-3.26015, 3.61000, -1.47871], [4.19082, -4.89162, 5.61839], [2.94001, -4.93810, 4.37591], [2.74579, -3.71926, 3.91481], [1.81444, -3.37310, 2.87738], [1.01992, -4.32169, 2.22364], [0.18324, -3.90673, 1.21065], [0.16118, -2.55100, 0.86870], [0.89263, -1.64906, 1.48471], [1.70662, -2.02579, 2.46897], [2.52486, -0.99734, 3.09813], [2.36758, 0.25928, 2.68998], [3.11151, 1.20072, 3.22030], [4.06798, 0.96317, 4.20979], [4.23327, -0.32554, 4.66609], [3.45143, -1.34013, 4.10818], [3.56368, -2.70827, 4.52624], [4.39212, -3.14840, 5.45192], [1.09985, -5.35570, 2.52921], [-0.43466, -4.60236, 0.66763], [-0.45861, -2.19921, 0.05426], [2.94322, 2.19987, 2.84701], [4.65122, 1.77894, 4.60668], [4.94658, -0.58287, 5.43644], [6.34109, 6.83472, -1.74252], [5.19040, 5.58228, -1.44983], [4.11328, 5.78639, -0.59106], [3.90801, 7.33746, 0.12230], [3.23364, 4.76065, -0.32411], [1.89230, 5.00063, 0.71962], [3.36032, 3.44835, -0.87709], [2.58924, 2.50671, -0.58392], [4.43989, 3.32553, -1.80651], [4.59746, 1.80881, -2.59729], [5.33356, 4.34236, -2.06503], [6.64716, 4.09534, -3.14474], [-1.70539, -3.86582, -2.01034], [-1.32256, -2.96142, -2.74521], [-0.48947, -1.98300, -2.40410], [-0.20467, -0.96765, -3.60844], [-0.66111, 0.37390, -3.28266], [1.17874, -0.98746, -4.02806], [-1.24750, -1.75849, -4.83423], [-1.49346, -1.49349, -6.15952], [-2.30409, -2.37858, -6.86139], [-2.86073, -3.47690, -6.22153], [-2.61335, -3.72187, -4.87841], [-1.78436, -2.85518, -4.18610], [-1.05956, -0.62674, -6.63122], [-2.50925, -2.20558, -7.90906], [-3.49380, -4.15168, -6.78279], [-3.03852, -4.57637, -4.37640]],
  "lowdin_charge": [1.401, -0.049, -0.174, -0.167, -0.028, -0.179, -0.054, -0.178, -0.044, -0.183, -0.040, -0.187, -0.036, 0.089, 0.061, 0.070, 0.070, 0.077, 0.068, 0.090, 0.067, 0.066, 0.065, 0.077, 0.085, 0.090, 0.059, 0.066, 0.092, 0.076, 0.066, 1.077, -0.253, -0.329, -0.097, 0.003, -0.023, -0.120, 0.147, -0.153, -0.149, 0.145, -0.113, -0.044, -0.005, -0.098, -0.331, -0.256, 0.111, 0.106, 0.086, 0.107, 0.101, 0.111, 0.625, -0.739, -0.724, 0.659, -0.623, 0.698, -0.564, -0.558, -0.617, 0.688, -0.725, 0.663, 0.016, -0.573, -0.060, 0.506, -0.617, -0.387, -0.200, -0.040, -0.081, -0.080, -0.007, -0.129, 0.117, 0.100, 0.099, 0.116]
}